Record 1
Molecular formula: C11H17BrN3O
Method: DFT, ωB97M-V with the def2-TZVPD basis set

Properties
E_HOMO: -5.43 eV
Charge: -1
2S+1: 1
Gap between HOMO and LUMO: 8.8 eV
DFT total energy: -3243.01170 a.u.

Last column: natural (NBO) charge in e.
Cartesian coordinates (Å):
Br 2.501 0.612 -0.552  -0.90
C 1.113 -2.177 -2.753  -0.71
C 0.150 -1.274 -3.486  0.68
O -0.530 -1.669 -4.431  -0.67
N 0.107 0.006 -3.038  -0.65
C -0.790 0.996 -3.564  -0.42
H 0.938 -2.174 -1.679  0.25
H 2.113 -1.761 -2.914  0.24
H 1.083 -3.180 -3.163  0.22
H 0.856 0.325 -2.427  0.44
H -0.258 1.907 -3.862  0.19
H -1.500 1.324 -2.798  0.18
H -1.308 0.631 -4.445  0.22
N 0.044 -1.349 0.966  -0.51
C -1.087 -1.367 0.203  -0.08
C -1.877 -2.404 0.646  -0.31
C -1.194 -3.022 1.719  -0.33
C -0.008 -2.345 1.892  -0.07
H 0.776 -0.656 0.876  0.45
H -1.222 -0.653 -0.592  0.22
H -2.853 -2.666 0.272  0.21
H -1.555 -3.815 2.355  0.21
H 0.765 -2.467 2.631  0.21
N 0.816 2.234 1.892  -0.52
C 1.483 3.067 2.732  -0.08
C 0.615 3.416 3.747  -0.33
C -0.611 2.765 3.488  -0.32
C -0.457 2.036 2.329  -0.08
H 1.243 1.836 1.049  0.45
H 2.454 3.454 2.475  0.21
H 0.806 4.145 4.519  0.20
H -1.483 2.835 4.118  0.20
H -1.128 1.386 1.795  0.21

Record 2
Molecular formula: C11H17Cl12N
Method: DFT, ωB97M-V with the def2-TZVPD basis set

Properties
E_HOMO: -9.07 eV
2S+1: 1
Gap between HOMO and LUMO: 9.4 eV
DFT total energy: -6005.91967 a.u.

Last column: natural (NBO) charge in e.
Cartesian coordinates (Å):
N 0.373 -0.987 -2.839  -0.49
C 1.578 -0.818 -3.461  0.07
C 2.750 -0.278 -2.872  -0.30
C 2.705 -0.269 -1.471  -0.21
C 1.482 -0.502 -0.742  -0.32
C 0.325 -0.813 -1.458  0.02
H 1.673 -1.050 -4.511  0.19
H 3.698 -0.318 -3.389  0.23
H 3.618 -0.027 -0.946  0.22
H 1.432 -0.456 0.336  0.22
H -0.559 -0.974 -0.858  0.20
C 0.442 0.957 4.143  -0.37
Cl 1.927 2.029 4.357  -0.09
Cl 0.872 -0.750 4.273  -0.02
H -0.190 1.149 5.010  0.23
H 0.063 1.150 3.139  0.22
C 0.620 -2.129 1.687  -0.45
Cl 0.213 -2.864 0.189  0.05
Cl 0.253 -3.247 3.041  -0.05
H 1.673 -1.944 1.896  0.23
H 0.010 -1.238 1.837  0.22
C -0.476 1.671 0.416  -0.49
Cl 0.305 0.457 1.376  0.04
Cl -2.164 1.886 0.931  0.04
H 0.100 2.577 0.601  0.25
H -0.469 1.266 -0.596  0.28
C -3.988 0.095 0.712  -0.45
Cl -4.746 0.304 -0.866  -0.03
Cl -4.173 -1.494 1.431  -0.02
H -2.949 0.423 0.744  0.21
H -4.471 0.812 1.375  0.21
C -2.494 -1.358 -1.645  -0.44
Cl -2.224 -2.904 -0.802  0.00
Cl -1.814 0.050 -0.812  0.03
H -2.024 -1.334 -2.628  0.26
H -3.548 -1.120 -1.790  0.25
C 2.172 2.405 -1.222  -0.43
Cl 2.095 2.533 0.470  0.02
Cl 0.570 2.530 -1.978  -0.02
H 2.825 3.183 -1.619  0.23
H 2.517 1.398 -1.459  0.26

Record 3
Molecular formula: C11H17Cl2NO2OsS
Method: DFT, ωB97M-V with the def2-TZVPD basis set

Properties
E_HOMO (spin up / spin down): -0.52 / -1.15 eV
Charge: -2
2S+1: 5
Gap between HOMO and LUMO (spin up / spin down): 4.9 / 5.5 eV
DFT total energy: -2043.76529 a.u.

Last column: natural (NBO) charge in e.
Cartesian coordinates (Å):
C -1.773 -0.654 -1.270  -0.11
C -1.696 -1.705 -0.294  -0.05
C -0.470 -2.387 -0.457  -0.05
C -2.761 -2.095 0.683  -0.66
C 0.224 -1.807 -1.551  -0.06
C -0.556 -0.716 -2.065  -0.07
C -0.283 0.053 -3.311  -0.64
C -2.936 0.239 -1.525  -0.64
C -0.036 -3.595 0.310  -0.64
C 1.476 -2.354 -2.152  -0.62
Os -0.089 0.127 -0.136  1.39
Cl -1.916 -1.160 4.650  -0.99
Cl -1.586 0.632 1.595  -0.41
O 1.894 0.170 -0.789  -1.09
H -3.487 -1.283 0.814  0.24
H -2.336 -2.294 1.681  0.28
H -3.304 -2.996 0.353  0.19
H -0.352 -3.529 1.359  0.25
H 1.054 -3.712 0.273  0.21
H -0.470 -4.518 -0.102  0.20
H 2.191 -2.644 -1.370  0.22
H 1.953 -1.613 -2.802  0.23
H 1.284 -3.259 -2.755  0.18
H 0.795 0.201 -3.428  0.23
H -0.779 1.026 -3.270  0.24
H -0.650 -0.484 -4.199  0.19
H -3.405 0.528 -0.580  0.25
H -3.689 -0.269 -2.147  0.19
H -2.611 1.146 -2.045  0.23
H 2.520 0.154 -0.041  0.47
O -0.402 1.873 -0.913  -0.90
H 0.512 2.148 -1.008  0.47
S 1.220 1.314 1.805  -0.25
C 1.741 2.858 2.135  0.06
N 2.266 3.817 2.687  -0.55

Record 4
Molecular formula: C11H17ClNO3P
Method: DFT, ωB97M-V with the def2-TZVPD basis set

Properties
E_HOMO: -9.02 eV
2S+1: 1
Gap between HOMO and LUMO: 9.8 eV
DFT total energy: -1511.50080 a.u.
SMILES: CC(C)CCO[P@](N)(=O)Oc1ccccc1Cl

Last column: natural (NBO) charge in e.
Cartesian coordinates (Å):
C 4.630 -0.772 0.381  -0.60
C 3.120 -0.603 0.221  -0.23
C 2.389 -1.558 1.163  -0.61
C 2.709 0.853 0.488  -0.42
C 1.515 1.316 -0.340  -0.06
O 0.349 0.557 -0.036  -0.82
P -0.468 -0.052 -1.272  2.48
N 0.394 -1.393 -1.749  -1.20
O -0.769 0.882 -2.354  -1.08
O -1.725 -0.696 -0.491  -0.79
C -2.843 0.014 -0.155  0.35
C -2.845 1.388 0.011  -0.27
C -4.010 2.046 0.366  -0.18
C -5.180 1.334 0.564  -0.22
C -5.192 -0.041 0.404  -0.21
C -4.028 -0.697 0.043  -0.11
Cl -4.024 -2.407 -0.171  0.02
H 4.940 -0.487 1.384  0.20
H 4.915 -1.809 0.217  0.21
H 5.167 -0.154 -0.335  0.21
H 2.850 -0.851 -0.811  0.21
H 1.317 -1.391 1.124  0.21
H 2.596 -2.592 0.895  0.20
H 2.721 -1.400 2.188  0.20
H 2.476 0.978 1.547  0.21
H 3.537 1.522 0.244  0.21
H 1.294 2.366 -0.118  0.19
H 1.732 1.229 -1.409  0.19
H 0.430 -2.138 -1.069  0.41
H 0.110 -1.722 -2.657  0.41
H -1.923 1.924 -0.152  0.24
H -3.999 3.118 0.488  0.22
H -6.089 1.846 0.842  0.22
H -6.096 -0.610 0.552  0.23

Record 5
Molecular formula: C11H17IOSi
Method: DFT, ωB97M-V with the def2-TZVPD basis set

Properties
E_HOMO: -8.98 eV
2S+1: 1
Gap between HOMO and LUMO: 9.3 eV
DFT total energy: -1091.76728 a.u.
SMILES: CO[Si@H](I)c1ccccc1.C=CCC

Last column: natural (NBO) charge in e.
Cartesian coordinates (Å):
C -4.551 -1.947 0.987  -0.24
O -3.237 -1.898 0.546  -0.91
Si -2.085 -0.793 0.963  1.52
I -3.011 1.057 -0.508  -0.32
C -0.450 -1.359 0.242  -0.53
C 0.648 -1.656 1.064  -0.19
C 1.901 -1.916 0.458  -0.22
C 1.953 -2.066 -0.917  -0.18
C 0.875 -1.616 -1.720  -0.20
C -0.321 -1.332 -1.139  -0.17
H -4.638 -1.443 2.031  0.17
H -4.970 -2.963 0.979  0.19
H -5.240 -1.469 0.287  0.18
H -2.315 -0.274 2.339  -0.18
H 0.611 -1.673 2.168  0.22
H 2.870 -2.160 1.011  0.22
H 2.908 -2.565 -1.304  0.22
H 1.044 -1.611 -2.720  0.21
H -1.039 -0.904 -1.785  0.23
C 0.207 3.607 -0.989  -0.40
C 0.692 2.835 -0.079  -0.18
C 1.645 1.644 -0.407  -0.42
C 2.993 1.820 0.344  -0.60
H -0.408 4.480 -0.806  0.20
H 0.417 3.355 -2.070  0.18
H 0.523 3.063 0.955  0.19
H 1.160 0.710 -0.013  0.21
H 1.909 1.578 -1.424  0.20
H 3.322 2.801 0.078  0.21
H 2.988 1.654 1.419  0.20
H 3.596 1.041 0.012  0.20

Record 6
Molecular formula: C11H17LiN7S4Sb
Method: DFT, ωB97M-V with the def2-TZVPD basis set

Properties
E_HOMO (spin up / spin down): -3.25 / -4.15 eV
Charge: -1
2S+1: 2
Gap between HOMO and LUMO (spin up / spin down): 5.6 / 6.4 eV
DFT total energy: -2653.39640 a.u.

Last column: natural (NBO) charge in e.
Cartesian coordinates (Å):
Li -1.476 1.014 1.092  0.80
S 2.644 3.180 -0.028  -0.91
Sb 0.412 3.320 0.540  1.07
S -1.029 2.238 -0.965  -0.99
S -0.137 2.369 2.603  -0.97
N -2.139 -1.976 4.013  -0.35
C -1.381 -1.662 2.951  0.21
N -1.925 -0.656 2.318  -0.49
C -3.032 -0.377 3.058  0.28
N -3.208 -1.158 4.101  -0.28
C -3.891 0.757 2.692  0.12
C -5.029 1.141 3.387  0.02
N -5.739 2.202 3.015  -0.38
C -5.299 2.879 1.964  -0.01
C -4.157 2.506 1.265  0.02
N -3.469 1.436 1.632  -0.40
H -1.986 -2.686 4.706  0.41
H -0.465 -2.165 2.675  0.24
H -5.365 0.587 4.255  0.21
H -5.867 3.752 1.663  0.19
H -3.769 3.055 0.413  0.24
C 3.165 -3.362 -3.447  -0.61
C 3.189 -2.400 -2.273  -0.22
N 1.822 -2.015 -1.907  -0.64
C 1.620 -0.958 -1.028  0.33
S 0.710 -1.202 0.360  -0.36
N 2.121 0.224 -1.359  -0.60
C 2.492 0.674 -2.697  -0.23
C 3.940 1.132 -2.796  -0.62
H 4.175 -3.675 -3.717  0.20
H 2.698 -2.892 -4.314  0.21
H 2.590 -4.259 -3.203  0.20
H 3.753 -1.510 -2.530  0.20
H 3.696 -2.857 -1.414  0.18
H 1.308 -2.803 -1.542  0.39
H 2.022 0.980 -0.681  0.46
H 1.835 1.515 -2.930  0.23
H 2.265 -0.123 -3.404  0.19
H 4.112 1.944 -2.091  0.25
H 4.147 1.501 -3.804  0.20
H 4.645 0.329 -2.571  0.19

Record 7
Molecular formula: C11H17N2
Method: DFT, ωB97M-V with the def2-TZVPD basis set

Properties
E_HOMO: -12.62 eV
Charge: +1
2S+1: 1
Gap between HOMO and LUMO: 8.9 eV
DFT total energy: -538.57975 a.u.

Last column: natural (NBO) charge in e.
Cartesian coordinates (Å):
C -3.735 -0.770 0.708  -0.17
C -3.642 0.575 0.670  -0.18
C -2.693 -1.704 0.720  -0.19
C -2.367 1.131 0.441  -0.20
C -1.454 -1.207 0.363  -0.01
C -1.355 0.243 0.215  0.11
C -0.071 -1.650 0.271  -0.33
C 0.765 -0.429 -0.020  0.53
C 0.482 -2.169 1.635  -0.58
C 2.250 -0.316 -0.171  -0.71
C 0.401 1.968 -0.110  -0.48
N -0.039 0.620 0.030  -0.30
N 2.453 1.856 -2.615  -1.11
H -4.824 -1.088 0.968  0.23
H -4.481 1.173 0.801  0.23
H -3.064 -2.687 0.710  0.24
H -2.261 2.157 0.255  0.23
H 0.250 -2.390 -0.467  0.28
H 0.560 -3.292 1.835  0.26
H -0.243 -1.684 2.381  0.23
H 1.391 -1.657 1.800  0.21
H 2.451 0.191 -1.068  0.29
H 2.822 -1.316 -0.069  0.26
H 2.514 0.300 0.604  0.25
H -0.372 2.653 -0.590  0.24
H 0.743 2.546 0.842  0.25
H 1.249 1.912 -0.834  0.27
H 3.402 1.972 -2.958  0.38
H 2.157 2.812 -2.718  0.37
H 1.988 1.222 -3.390  0.38

Record 8
Molecular formula: C11H17N2
Method: DFT, ωB97M-V with the def2-TZVPD basis set

Properties
E_HOMO (spin up / spin down): -15.41 / -16.04 eV
Charge: +2
2S+1: 2
Gap between HOMO and LUMO (spin up / spin down): 9.3 / 6.7 eV
DFT total energy: -538.24420 a.u.

Last column: natural (NBO) charge in e.
Cartesian coordinates (Å):
C 0.261 2.421 -1.833  -0.68
C -1.991 -0.326 -0.727  0.24
C -0.673 0.150 -0.966  -0.18
C -0.802 1.461 -1.463  0.12
C -2.185 1.786 -1.386  0.13
C -1.172 -2.495 -0.307  -0.08
C -2.272 -1.630 -0.430  -0.22
C 0.145 -2.104 -0.568  -0.25
C 0.379 -0.787 -0.916  -0.09
N -2.878 0.734 -0.974  -0.46
H -1.332 -3.560 -0.222  0.25
H -3.286 -2.000 -0.388  0.26
H 0.928 -2.815 -0.785  0.25
H 1.351 -0.442 -1.254  0.23
H -3.815 0.844 -0.607  0.46
H -2.701 2.665 -1.745  0.26
H -0.201 3.328 -2.223  0.26
H 0.872 2.124 -2.689  0.27
H 0.963 2.670 -1.035  0.24
C 3.161 -0.347 2.774  -0.25
C 1.944 -0.821 1.991  -0.65
N 3.355 1.154 2.725  -0.67
H 2.996 -0.605 3.825  0.24
H 4.070 -0.898 2.565  0.25
H 1.936 -0.286 1.043  0.21
H 1.020 -0.929 2.542  0.25
H 4.284 1.418 2.387  0.46
H 2.651 1.584 2.123  0.44
H 3.289 1.533 3.672  0.46
H 2.169 -1.832 1.636  0.26